(1)
H10O5 | ωB97M-V/def2-TZVPD

Spin multiplicity: 1
E_LUMO, eV: 0.350
Energy relative to the best compared isomer or geometry (same formula, charge and spin), kcal per mole: 23.8
Structure (SMILES): O.O.O.O.O
HOMO-LUMO gap, eV: 10.83
Strongest force on any atom, hartree/bohr: 0.0912

```
15
Properties=species:S:1:pos:R:3:forces:R:3:nbo_charge:R:1
O -32.05991 7.69213 -7.70618 2.070 0.217 0.573 -0.9603
H -32.63868 7.98583 -7.01661 -0.705 0.206 0.559 0.4890
H -31.14708 7.81671 -7.31651 -1.427 -0.255 -0.869 0.5014
O -32.59905 6.06356 -9.78195 -2.221 -1.679 3.775 -0.9769
H -32.20256 6.39637 -10.51192 1.735 1.979 -3.502 0.4753
H -32.44498 6.64736 -9.01257 0.018 -0.233 -0.411 0.5003
O -30.96253 6.95215 -11.72325 0.380 -0.456 -0.142 -0.9533
H -30.50358 6.13520 -11.51464 0.270 -0.251 0.490 0.4873
H -30.91159 6.93131 -12.67330 -0.245 0.452 -0.780 0.4897
O -31.66440 3.75081 -8.87449 0.273 -0.362 0.002 -0.9860
H -32.36306 3.13635 -9.11491 0.023 0.011 0.036 0.4587
H -31.91078 4.58745 -9.31009 -0.244 -0.017 0.150 0.4872
O -31.09300 9.15082 -10.04780 0.636 1.153 0.039 -0.9574
H -31.79715 8.71755 -9.59930 -0.949 -0.303 0.795 0.4668
H -30.77746 8.47681 -10.63388 0.385 -0.461 -0.715 0.4783
```
Positions in Å, forces in eV/Å.

(2)
H10O5 | ωB97M-V/def2-TZVPD

Spin multiplicity: 1
E_LUMO, eV: 0.433
Energy relative to the best compared isomer or geometry (same formula, charge and spin), kcal per mole: 26.7
Structure (SMILES): O.O.O.O.O
HOMO-LUMO gap, eV: 11.66
Strongest force on any atom, hartree/bohr: 0.0092

```
15
Properties=species:S:1:pos:R:3:forces:R:3:nbo_charge:R:1
O 16.07387 -18.00955 14.99628 0.087 -0.033 0.466 -0.9618
H 15.35900 -17.73380 14.42255 -0.338 0.028 -0.241 0.4857
H 16.85633 -17.95581 14.44755 0.245 0.072 -0.214 0.4763
O 18.65451 -16.96664 12.02903 -0.293 -0.022 0.061 -0.9414
H 19.12251 -17.74484 11.72631 0.098 -0.221 -0.121 0.4698
H 19.32985 -16.42330 12.43515 0.149 0.210 0.114 0.4720
O 13.70443 -17.61867 12.00617 0.110 -0.127 0.250 -0.9428
H 12.86763 -17.26798 11.70117 -0.247 0.074 -0.013 0.4720
H 14.33917 -17.32905 11.35084 0.216 0.063 -0.168 0.4712
O 15.89893 -15.05006 17.21202 0.032 0.274 -0.040 -0.9446
H 15.69721 -15.27644 18.11992 -0.053 -0.021 0.223 0.4654
H 15.96308 -15.89300 16.76307 0.033 -0.346 -0.264 0.4786
O 16.52855 -21.02969 17.44919 -0.106 -0.120 0.189 -0.9394
H 17.33899 -21.47065 17.19431 0.175 -0.141 -0.036 0.4634
H 16.54867 -20.19806 16.97567 -0.109 0.311 -0.205 0.4759
```
Positions in Å, forces in eV/Å.

(3)
H10O5 | ωB97M-V/def2-TZVPD

Spin multiplicity: 1
E_LUMO, eV: -0.409
Energy relative to the best compared isomer or geometry (same formula, charge and spin), kcal per mole: 107.4
HOMO-LUMO gap, eV: 8.91
Strongest force on any atom, hartree/bohr: 0.1631

```
15
Properties=species:S:1:pos:R:3:forces:R:3:nbo_charge:R:1
O -0.45121 0.42419 -0.11278 -3.686 -5.540 -0.768 -0.9040
H 0.06026 0.48597 0.69395 -0.864 0.124 -1.028 0.4391
H -1.10346 -0.25269 0.06785 -0.487 0.286 -0.753 0.4773
O 1.08354 -1.60244 -0.49691 0.964 -1.190 0.161 -0.9826
H 0.60518 -0.77898 -0.40041 -0.433 0.755 -0.502 0.4753
H 1.80546 -1.53526 0.12803 0.309 -0.259 -0.031 0.4559
O 0.54762 0.70024 1.66428 4.257 1.242 7.117 -0.8591
H 1.50098 0.77523 1.70576 0.535 0.059 -0.118 0.5053
H 0.25116 0.91699 2.54823 -0.454 0.084 0.286 0.5127
O -0.10271 2.12633 -1.29183 1.417 4.699 -2.856 -0.9988
H -0.34186 1.37769 -0.74541 -0.687 0.548 -0.929 0.4377
H -0.17987 2.88249 -0.71002 -0.007 0.446 -0.191 0.4271
O -1.47461 -1.60497 -1.20417 -1.197 -0.394 -0.391 -0.9289
H -0.71061 -2.05491 -1.56486 0.360 -0.104 -0.013 0.4958
H -1.48982 -1.85981 -0.28164 -0.027 -0.757 0.016 0.4474
```
Positions in Å, forces in eV/Å.

(4)
H10O5 | ωB97M-V/def2-TZVPD

Spin multiplicity: 1
E_LUMO, eV: -0.135
Energy relative to the best compared isomer or geometry (same formula, charge and spin), kcal per mole: 50.6
Structure (SMILES): O.O.O.O.O
HOMO-LUMO gap, eV: 10.45
Strongest force on any atom, hartree/bohr: 0.1504

```
15
Properties=species:S:1:pos:R:3:forces:R:3:nbo_charge:R:1
O 2.23380 -0.91020 -0.70853 -1.893 -2.338 -3.216 -0.9526
H 2.00480 -1.36920 -1.65153 0.793 1.649 3.537 0.4883
H 2.96380 -0.35420 -0.90653 1.176 0.730 -0.288 0.4678
O -1.40020 -2.62920 -0.59953 -2.819 2.323 -6.816 -0.9605
H -0.98320 -1.79420 -0.71853 0.682 0.854 0.927 0.4945
H -1.21020 -3.10120 0.09547 2.080 -3.159 5.980 0.4609
O -0.38920 0.01380 0.32147 -0.540 -0.059 0.504 -0.9813
H 0.53680 -0.13620 0.42247 1.323 -1.222 0.577 0.4778
H -0.25320 0.80080 -0.20753 -0.916 0.681 -0.643 0.4813
O 0.01680 1.93280 -1.34953 -1.983 -0.425 0.027 -0.8968
H 0.13780 2.81080 -1.08553 -1.346 2.791 1.454 0.4704
H 0.86580 1.94580 -1.67453 3.488 -1.696 -1.999 0.4656
O -1.45620 0.68980 3.00947 1.053 -0.185 -1.308 -0.9634
H -2.05020 1.42980 2.94447 -0.429 0.410 0.086 0.4559
H -1.01720 0.67080 2.10847 -0.670 -0.355 1.176 0.4921
```
Positions in Å, forces in eV/Å.

(5)
H10O5 | ωB97M-V/def2-TZVPD

Spin multiplicity: 1
E_LUMO, eV: 0.390
Energy relative to the best compared isomer or geometry (same formula, charge and spin), kcal per mole: 29.8
Structure (SMILES): O.O.O.O.O
HOMO-LUMO gap, eV: 11.66
Strongest force on any atom, hartree/bohr: 0.0070

```
15
Properties=species:S:1:pos:R:3:forces:R:3:nbo_charge:R:1
O -3.04115 0.45679 1.87787 0.201 -0.008 -0.202 -0.9417
H -2.91035 0.14172 2.77222 0.078 -0.085 0.235 0.4707
H -3.93957 0.78692 1.86871 -0.239 0.085 -0.061 0.4714
O 1.70090 2.86437 -2.53847 -0.274 -0.067 -0.008 -0.9411
H 2.36228 3.01535 -3.21374 0.131 0.036 -0.222 0.4714
H 2.18654 2.90106 -1.71442 0.092 0.021 0.243 0.4700
O 2.70359 -4.36077 2.58704 0.037 -0.093 0.247 -0.9408
H 2.09535 -3.80569 2.09902 -0.210 0.257 -0.141 0.4757
H 3.27472 -4.73738 1.91756 0.148 -0.102 -0.135 0.4649
O 0.76935 -1.39512 0.59056 0.194 -0.195 0.172 -0.9460
H -0.16281 -1.20488 0.69619 -0.300 0.051 0.055 0.4752
H 1.03130 -0.89122 -0.17996 0.087 0.108 -0.209 0.4708
O -2.31626 1.94025 -2.47392 -0.215 -0.094 -0.127 -0.9413
H -2.24405 1.92548 -1.51957 -0.009 -0.028 0.263 0.4676
H -1.50985 2.36312 -2.76910 0.279 0.115 -0.109 0.4733
```
Positions in Å, forces in eV/Å.

(6)
H10O5Rb | ωB97M-V/def2-TZVPD

Spin multiplicity: 1
E_LUMO, eV: -3.500
Energy relative to the best compared isomer or geometry (same formula, charge and spin), kcal per mole: 13.3
Total charge: +1
HOMO-LUMO gap, eV: 11.93
Strongest force on any atom, hartree/bohr: 0.0342

```
16
Properties=species:S:1:pos:R:3:forces:R:3:nbo_charge:R:1
Rb 0.21656 -1.04363 -0.16519 0.145 -0.629 0.170 0.9776
O 2.87056 -1.50363 -0.23519 1.257 1.201 -0.241 -0.9769
H 3.30456 -1.23963 0.60581 -0.205 -0.335 -0.791 0.4913
H 3.33056 -0.96563 -0.93519 -0.498 -0.892 1.054 0.4908
O -1.93644 -0.72963 -1.76419 0.451 -0.584 -0.802 -0.9446
H -2.44944 -0.09163 -1.31619 -1.057 0.998 0.991 0.4558
H -2.09244 -0.45263 -2.66719 0.191 -0.303 -0.660 0.4934
O -2.07144 -0.55563 1.23081 0.938 -1.186 -0.223 -0.9581
H -2.65944 -0.12163 0.64481 -1.197 0.693 -0.198 0.4667
H -2.06644 -0.12963 2.07381 -0.212 0.571 0.720 0.4960
O 0.56456 0.28137 2.48381 0.495 0.944 -1.390 -0.9554
H 0.87656 1.05837 1.96181 -0.214 -0.832 0.507 0.4696
H 0.39456 0.68937 3.32381 -0.142 0.046 0.955 0.4891
O 0.59756 1.21337 -1.77419 -1.142 -0.667 0.820 -0.9597
H -0.09244 1.75337 -1.36419 0.104 -0.022 -0.251 0.4746
H 1.21256 1.83737 -2.10319 1.083 0.996 -0.661 0.4897
```
Positions in Å, forces in eV/Å.

(7)
H11NO4 | ωB97M-V/def2-TZVPD

Spin multiplicity: 1
E_LUMO, eV: 0.669
Energy relative to the best compared isomer or geometry (same formula, charge and spin), kcal per mole: 26.1
Structure (SMILES): N.O.O.O.O
HOMO-LUMO gap, eV: 10.90
Strongest force on any atom, hartree/bohr: 0.0258

```
16
Properties=species:S:1:pos:R:3:forces:R:3:nbo_charge:R:1
N 0.21926 1.29994 -3.38489 -0.385 -0.581 0.337 -1.0951
H 0.53221 1.81529 -2.57769 0.033 0.392 -0.176 0.3677
H -0.01441 1.87476 -4.17719 0.136 0.262 0.113 0.3686
H 0.93368 0.64046 -3.63205 0.251 -0.115 -0.201 0.3600
O 0.82362 -0.60810 3.06081 0.612 0.924 0.161 -0.9948
H 1.34630 -0.90144 3.82793 -0.985 -0.349 -0.614 0.4945
H 0.08752 -1.16892 2.79789 0.590 -0.804 0.871 0.4962
O -0.77764 -2.39285 1.44132 -0.046 1.013 -0.541 -0.9457
H -0.82753 -2.65334 0.51313 0.004 -0.502 0.134 0.4808
H -0.78108 -1.42744 1.28215 -0.265 -0.412 0.004 0.4687
O -1.55797 0.04779 -0.74742 0.116 -0.703 -0.563 -0.9630
H -0.86643 0.71402 -0.77160 0.189 0.208 0.150 0.4858
H -1.41738 -0.42240 -1.59368 -0.225 0.441 0.542 0.4767
O 0.70358 1.25870 0.96697 -1.265 -0.053 -0.163 -0.9567
H 1.51846 1.10483 1.42224 0.861 -0.162 0.329 0.4794
H 0.07780 0.81870 1.57208 0.378 0.440 -0.383 0.4771
```
Positions in Å, forces in eV/Å.

(8)
H11O5S | ωB97M-V/def2-TZVPD

Spin multiplicity: 2
E_LUMO (alpha / beta), eV: 0.219 / -3.135
Energy relative to the best compared isomer or geometry (same formula, charge and spin), kcal per mole: 0.0
<S²>: 0.753
HOMO-LUMO gap (alpha / beta), eV: 11.08 / 7.28
Strongest force on any atom, hartree/bohr: 0.0167

```
17
Properties=species:S:1:pos:R:3:forces:R:3:nbo_charge:R:1
S 1.32306 1.85468 -1.96832 0.019 0.231 0.075 -0.0845
H 0.97960 0.58753 -2.20656 -0.189 -0.138 -0.093 0.0809
H 0.06492 1.08581 1.22947 0.093 -0.422 0.713 0.5091
H 0.68711 -0.23693 1.97960 -0.451 0.212 0.218 0.4773
O 0.86892 0.55700 1.47432 0.515 0.360 -0.426 -1.0116
H 0.03063 -1.44060 0.43183 -0.209 -0.228 0.168 0.4792
H 0.35198 -2.49242 -0.48445 -0.179 -0.474 0.069 0.4880
O -0.32559 -2.31326 0.18345 0.323 0.609 -0.152 -0.9688
H 2.24379 -0.66130 -1.19158 0.314 -0.370 -0.077 0.4584
H 2.01395 -0.16844 0.20276 -0.259 -0.512 0.316 0.5047
O 2.08937 -1.00490 -0.30439 0.300 0.654 -0.472 -0.9775
H -1.99356 -1.10758 0.12859 0.068 -0.012 -0.091 0.5080
H -2.01966 -0.26441 -1.13364 -0.078 0.098 0.290 0.4818
O -2.20479 -0.21481 -0.18488 -0.207 -0.279 -0.292 -0.9747
H -0.99544 2.47914 0.13830 -0.296 -0.149 -0.228 0.4817
H -1.83280 1.27644 0.74859 0.288 0.569 -0.508 0.5138
O -1.28149 2.06406 0.95692 -0.052 -0.149 0.489 -0.9657
```
Positions in Å, forces in eV/Å.

(9)
H11S6 | ωB97M-V/def2-TZVPD

Spin multiplicity: 1
E_LUMO, eV: 2.667
Energy relative to the best compared isomer or geometry (same formula, charge and spin), kcal per mole: 16.8
Total charge: -1
HOMO-LUMO gap, eV: 6.55
Strongest force on any atom, hartree/bohr: 0.0226

```
17
Properties=species:S:1:pos:R:3:forces:R:3:nbo_charge:R:1
S -2.09889 3.07622 2.00076 0.030 0.010 -0.259 -0.5230
H -2.73062 2.90896 3.16534 -0.003 -0.266 0.078 0.1094
S -2.68364 0.55736 -2.25626 -0.140 -0.335 -0.585 -0.3836
H -3.12136 1.77703 -1.92956 0.260 0.015 0.325 0.1453
H -1.67744 0.43557 -1.36077 -0.157 0.307 0.365 0.2039
S -0.52883 0.29907 0.94049 0.139 -0.263 -0.126 -0.8569
H -0.90966 -0.68988 1.76185 -0.059 -0.051 -0.034 0.1041
H -1.61044 1.70733 1.70970 -0.070 0.537 0.206 0.2042
S 2.84365 -2.67790 4.83211 0.400 -0.721 0.818 -0.3206
H 3.24517 -1.41483 4.66945 -0.430 0.091 -0.540 0.1552
H 1.95659 -2.85631 3.85388 0.008 0.650 -0.299 0.1650
S -2.73145 -3.40082 -0.72639 -0.038 -0.301 -0.131 -0.3269
H -3.18010 -2.75110 0.35063 0.087 0.200 -0.007 0.1555
H -2.07812 -2.34524 -1.22550 -0.019 0.129 0.183 0.1682
S 5.29633 2.06733 -4.92862 0.150 0.044 -0.163 -0.2998
H 4.78214 1.15771 -4.09830 -0.099 -0.003 0.100 0.1521
H 4.57110 3.06966 -4.42135 -0.059 -0.043 0.070 0.1478
```
Positions in Å, forces in eV/Å.

(10)
H12LiO6 | ωB97M-V/def2-TZVPD

Spin multiplicity: 1
E_LUMO, eV: -3.406
Energy relative to the best compared isomer or geometry (same formula, charge and spin), kcal per mole: 75.2
Total charge: +1
HOMO-LUMO gap, eV: 11.79
Strongest force on any atom, hartree/bohr: 0.2761

```
19
Properties=species:S:1:pos:R:3:forces:R:3:nbo_charge:R:1
Li 0.03905 0.26784 0.18316 0.331 -0.183 -0.473 0.8836
O -1.40795 0.41584 1.25116 -2.332 -2.133 -1.003 -0.9833
H -2.14895 -0.25816 1.38416 1.677 1.496 0.004 0.5067
H -1.29695 0.88384 2.04616 -0.001 0.947 1.827 0.5021
O 0.37305 -1.94516 1.43516 -0.851 0.436 -3.601 -0.9803
H 0.24805 -2.23916 2.31916 -0.778 -0.825 0.785 0.4963
H -0.30195 -2.28716 0.73316 1.773 0.486 2.687 0.4954
O 1.61705 -0.61216 -1.33984 -2.556 -0.915 12.978 -0.8908
H 1.71405 -0.66516 -2.13984 1.491 -1.701 -14.017 0.4496
H 1.86005 0.25084 -1.16384 1.199 2.768 1.099 0.4567
O 1.79405 1.14184 0.98016 -1.627 -3.281 0.816 -1.0103
H 2.27205 1.88384 0.67516 1.531 0.758 -0.123 0.5104
H 2.27005 0.30684 1.28516 -0.084 2.257 -0.714 0.5273
O -1.49895 -0.77816 -1.22784 6.618 -7.867 -3.422 -0.9699
H -1.59995 -1.88616 -1.54284 -0.207 5.470 1.515 0.5182
H -2.22795 -0.39816 -0.95384 -6.374 2.271 1.843 0.4665
O -0.43195 1.92584 -0.99884 -1.802 1.151 3.306 -0.9722
H -1.29195 2.35484 -1.19284 1.063 -0.538 -0.278 0.5125
H 0.01905 1.63784 -1.73284 0.931 -0.599 -3.230 0.4814
```
Positions in Å, forces in eV/Å.

Repeat the ninth record exactly.
H11S6 | ωB97M-V/def2-TZVPD

Spin multiplicity: 1
E_LUMO, eV: 2.667
Energy relative to the best compared isomer or geometry (same formula, charge and spin), kcal per mole: 16.8
Total charge: -1
HOMO-LUMO gap, eV: 6.55
Strongest force on any atom, hartree/bohr: 0.0226

```
17
Properties=species:S:1:pos:R:3:forces:R:3:nbo_charge:R:1
S -2.09889 3.07622 2.00076 0.030 0.010 -0.259 -0.5230
H -2.73062 2.90896 3.16534 -0.003 -0.266 0.078 0.1094
S -2.68364 0.55736 -2.25626 -0.140 -0.335 -0.585 -0.3836
H -3.12136 1.77703 -1.92956 0.260 0.015 0.325 0.1453
H -1.67744 0.43557 -1.36077 -0.157 0.307 0.365 0.2039
S -0.52883 0.29907 0.94049 0.139 -0.263 -0.126 -0.8569
H -0.90966 -0.68988 1.76185 -0.059 -0.051 -0.034 0.1041
H -1.61044 1.70733 1.70970 -0.070 0.537 0.206 0.2042
S 2.84365 -2.67790 4.83211 0.400 -0.721 0.818 -0.3206
H 3.24517 -1.41483 4.66945 -0.430 0.091 -0.540 0.1552
H 1.95659 -2.85631 3.85388 0.008 0.650 -0.299 0.1650
S -2.73145 -3.40082 -0.72639 -0.038 -0.301 -0.131 -0.3269
H -3.18010 -2.75110 0.35063 0.087 0.200 -0.007 0.1555
H -2.07812 -2.34524 -1.22550 -0.019 0.129 0.183 0.1682
S 5.29633 2.06733 -4.92862 0.150 0.044 -0.163 -0.2998
H 4.78214 1.15771 -4.09830 -0.099 -0.003 0.100 0.1521
H 4.57110 3.06966 -4.42135 -0.059 -0.043 0.070 0.1478
```
Positions in Å, forces in eV/Å.